1.
Density functional theory data (ωB97M-V with the def2-TZVPD basis set) for a single C4H5NO molecule.

CARTESIAN COORDINATES (ANGSTROEM)
1 C -2.43 -0.04 0.27
2 C -0.99 0.15 0.10
3 C 0.21 0.14 0.08
4 C 1.57 -0.37 0.29
5 N 2.60 0.35 -0.22
6 O 1.72 -1.41 0.90
7 H -2.98 0.02 -0.67
8 H -2.86 0.67 0.97
9 H -2.57 -1.04 0.68
10 H 3.52 -0.05 -0.12
11 H 2.47 1.19 -0.75

SMILES = CC#CC(N)=O
charge = 0
max |F| = 0.59 eV Å⁻¹
DFT total energy = -285.3664 hartree


2.
Density functional theory data (ωB97M-V with the def2-TZVPD basis set) for a single C5H4N2O molecule in a non-equilibrium geometry.

CARTESIAN COORDINATES (ANGSTROEM)
1 C -0.76 -1.50 0.65
2 N 0.41 -1.94 0.63
3 N 1.32 -1.01 0.33
4 C 0.64 0.01 -0.27
5 C 0.76 1.30 -0.66
6 O -0.34 2.01 -0.68
7 C -1.25 1.33 0.04
8 C -0.78 -0.04 0.14
9 H -1.66 -2.26 0.72
10 H 2.28 -1.44 0.17
11 H 1.54 1.72 -1.24
12 H -2.16 1.81 0.17

SMILES = c1n[nH]c2cocc12
charge = 0
max |F| = 4.87 eV Å⁻¹
DFT total energy = -377.5528 hartree


Which formula does entry 2 have? C5H4N2O


The lowest DFT total energy belongs to which entry? C5H4N2O


What is the DFT total energy in the second record? -377.5528 hartree